[1]
# C5H9O5S

A gas-phase ion, C5H9O5S (charge -1) (wB97M-V/def2-TZVPD, OMol25).

Its gap between HOMO and LUMO is 7.291 eV. For the energy relative to the best compared isomer or geometry (same formula, charge and spin), the calculation gives 43.5 kcal per mole. The total charge is -1. The calculation puts the HOMO energy at -3.76 eV. The LUMO energy comes out at 3.54 eV.

Last column: Mulliken charge in e.
Atoms and positions in Å:
C1 0.238737 -0.807803 0.420044  0.39
C2 -0.505728 -0.720133 -2.755444  -1.04
C3 -0.795160 0.931313 2.206036  -1.62
C4 -1.195316 -1.234164 -1.506009  -0.54
C5 0.540922 0.483284 1.591577  0.87
O1 2.680797 1.851874 1.084408  -0.74
O2 0.985718 -1.738157 0.203038  -0.66
O3 1.536877 1.126801 -0.853275  -0.61
O4 1.523134 0.077569 2.419669  -0.54
O5 -0.835290 -0.493358 -0.295059  -0.30
S1 1.331934 1.836228 0.454633  0.45
H1 -0.491528 -1.429825 -3.450170  0.43
H2 -1.123127 0.049368 -3.050956  0.33
H3 0.470305 -0.176925 -2.625505  0.24
H4 -0.718662 1.686364 2.919996  0.47
H5 -1.285363 1.452852 1.483709  0.50
H6 -1.629993 0.222657 2.517391  0.28
H7 -0.876364 -2.197863 -1.384489  0.34
H8 -2.215596 -1.156687 -1.344859  0.41
H9 2.363701 0.236605 1.965267  0.33

Atoms 1-2, force components in eV/Å:
C 1.7 1.6 1.1
C 0.5 3.1 3.4

=====

[2]
# C5H9OP

C5H9OP in the gas phase (wB97M-V/def2-TZVPD, OMol25).

Its gap between HOMO and LUMO is 10.244 eV. For the energy relative to the best compared isomer or geometry (same formula, charge and spin), the calculation gives 15.3 kcal per mole. The calculation puts the HOMO energy at -9.32 eV. The LUMO energy comes out at 0.93 eV.

Last column: Mulliken charge in e.
Atoms and positions in Å:
C1 1.179281 -1.245166 -0.806478  -0.35
C2 0.043993 -0.688902 -1.297421  -0.29
C3 1.500166 -0.874218 0.610319  -0.35
C4 0.693563 0.276904 1.094172  -0.94
C5 -1.799203 1.624501 -0.340105  -0.86
O1 -1.945869 -1.109900 0.415654  -0.68
P1 -1.074684 -0.035551 -0.071736  0.63
H1 1.981222 -1.724416 -1.375433  0.36
H2 -0.296548 -0.923453 -2.406897  0.27
H3 1.141980 -1.688557 1.288202  0.22
H4 2.623024 -0.814855 0.780676  0.33
H5 0.353727 0.416995 2.132526  0.43
H6 1.201148 1.243421 0.868935  0.30
H7 -2.780699 1.588507 -0.818000  0.34
H8 -1.798349 1.801674 0.733695  0.28
H9 -1.022747 2.153021 -0.808107  0.33

Atoms 1-2, force components in eV/Å:
C -0.6 2.1 -0.3
C 0.3 -1.7 -3.3